ORCA calculation (wB97M-V/def2-TZVPD) on a molecular structure, C34H45CsFN5O9S4Si in a non-equilibrium geometry.

The spin multiplicity is 1. The orbital gap comes out at 5.01 eV. The LUMO energy comes out at 3.11 eV. As for the net charge: -2. Its energy above the lowest of the compared OMol25 structures with the same formula, charge and spin is 42.0 kcal/mol.

Each line ends with the Mulliken charge.
Cartesian coordinates (Å):
1 Cs -0.0300 0.9546 -0.0764  1.33
2 C -0.7909 0.0517 4.2515  -0.13
3 Si -2.4935 -0.1706 3.4762  -0.09
4 C -2.6060 -1.9550 2.8546  -0.69
5 C -3.7273 -0.0584 4.9270  -1.19
6 N -2.7204 0.8943 2.1937  -0.18
7 C -3.6062 1.8249 1.8681  0.22
8 C -4.7274 2.2899 2.6211  0.03
9 C -5.5858 3.2790 2.1640  -0.88
10 C -5.4251 3.8889 0.9269  -0.37
11 C -4.3534 3.4654 0.1325  -0.85
12 C -3.5213 2.4925 0.6086  0.31
13 F -2.4900 2.0784 -0.2017  -0.29
14 H -0.7470 -0.3133 5.2811  0.37
15 H -0.5799 1.1220 4.2590  -0.27
16 H -0.0033 -0.4454 3.6774  0.16
17 H -2.8120 -2.6646 3.6627  0.21
18 H -1.6811 -2.2663 2.3612  0.06
19 H -3.4203 -2.0211 2.1272  0.41
20 H -3.4244 -0.7613 5.7093  0.31
21 H -4.7452 -0.3116 4.6173  0.32
22 H -3.7485 0.9444 5.3626  0.31
23 H -4.9131 1.8499 3.5921  0.18
24 H -6.4107 3.5752 2.8059  0.36
25 H -6.1004 4.6608 0.5814  0.34
26 H -4.1530 3.8813 -0.8475  0.42
27 C 5.5166 -2.8397 -1.7944  -0.52
28 C 5.0736 -1.9050 -2.9301  -0.44
29 S 3.3113 -1.5014 -3.1524  -0.03
30 C 2.4124 -2.8354 -2.3426  -1.06
31 C 2.3412 -2.8376 -0.7940  -0.94
32 S 2.9230 -1.3006 -0.0531  0.31
33 C 3.8430 -1.8894 1.3660  -0.09
34 C 5.0886 -2.7028 1.0184  -0.83
35 S 6.1658 -2.0565 -0.2883  -0.17
36 H 6.3249 -3.4597 -2.1873  0.55
37 H 4.7271 -3.5304 -1.5058  0.04
38 H 5.4259 -2.3446 -3.8658  0.49
39 H 5.5700 -0.9390 -2.8190  0.07
40 H 2.7695 -3.8086 -2.6888  0.39
41 H 1.4066 -2.7308 -2.7524  0.43
42 H 2.9287 -3.6572 -0.3832  0.33
43 H 1.3236 -3.0480 -0.4668  0.61
44 H 3.1946 -2.4799 2.0100  -0.34
45 H 4.1097 -0.9783 1.9066  0.31
46 H 4.8096 -3.7267 0.7628  0.28
47 H 5.7199 -2.7818 1.9065  0.50
48 C 0.4925 3.4497 3.3006  -1.43
49 N 1.6309 4.2303 2.8519  0.27
50 C 1.3344 5.6153 2.5355  -1.23
51 C 2.8016 3.6336 2.5393  0.13
52 S 2.9595 1.9794 2.4023  -0.09
53 N 3.8557 4.5298 2.3413  0.08
54 C 5.0254 4.0327 1.6357  -0.81
55 C 4.2262 5.2937 3.5261  -1.11
56 H -0.1118 4.0663 3.9680  0.37
57 H 0.8413 2.5655 3.8235  0.39
58 H -0.1325 3.1244 2.4630  0.43
59 H 0.3921 5.6538 1.9851  0.43
60 H 2.1219 6.0343 1.9169  0.39
61 H 1.2220 6.2193 3.4421  0.32
62 H 4.7243 3.5067 0.7362  0.12
63 H 5.6191 3.3444 2.2491  0.34
64 H 5.6391 4.8914 1.3570  0.31
65 H 3.3545 5.7250 4.0121  0.34
66 H 4.8929 6.1062 3.2337  0.36
67 H 4.7505 4.6567 4.2516  0.30
68 O 1.7175 -4.6553 1.8773  -0.76
69 C 1.1441 -3.8849 2.6767  0.07
70 O 1.0745 -2.6433 2.6713  -0.54
71 C 0.4308 -4.5781 3.8574  -0.01
72 C 0.4947 -5.9581 3.9922  -0.48
73 C -0.1587 -6.5564 5.0548  -0.04
74 C -0.8808 -5.8537 6.0005  -0.54
75 C -0.9056 -4.4814 5.8310  0.02
76 C -0.2733 -3.8250 4.7910  -0.43
77 N -1.6470 -3.6897 6.8374  1.08
78 O -2.3045 -4.2997 7.6642  -0.67
79 O -1.5422 -2.4843 6.8001  -0.57
80 N -0.0920 -8.0261 5.2003  1.05
81 O -0.6969 -8.5330 6.1288  -0.65
82 O 0.6527 -8.6383 4.4625  -0.62
83 H 1.0472 -6.5205 3.2541  0.62
84 H -1.3905 -6.3368 6.8159  0.60
85 H -0.3038 -2.7499 4.6718  0.81
86 O 3.5799 3.8377 -4.3487  -0.55
87 C 3.9525 3.1054 -3.2521  1.35
88 C 5.2909 2.7860 -3.0507  -0.89
89 C 5.6769 2.0188 -1.9577  -0.88
90 C 4.7210 1.5598 -1.0704  -0.56
91 C 3.3852 1.8707 -1.2972  1.47
92 C 2.9698 2.6501 -2.3668  0.38
93 C 1.4741 2.9670 -2.5134  0.00
94 O 1.1499 4.1158 -2.8264  -0.73
95 O 0.7254 1.9898 -2.2199  -0.88
96 H 4.3731 4.0172 -4.8621  0.26
97 H 6.0327 3.1361 -3.7643  0.18
98 H 6.7226 1.7694 -1.8148  0.42
99 H 4.9936 0.9399 -0.2268  0.44
100 H 2.6332 1.4735 -0.6227  -1.16

---

ORCA calculation (wB97M-V/def2-TZVPD) on a molecular structure, C25H25BN8O2Tc in a non-equilibrium geometry.

The spin multiplicity is 4. The orbital gap (spin up / spin down) comes out at 5.03 / 3.54 eV. The LUMO energy (spin up / spin down) comes out at -9.27 / -10.46 eV. As for the net charge: +2.

Each line ends with the Mulliken charge.
Cartesian coordinates (Å):
1 H -0.5571 2.9235 0.6617  0.70
2 N -0.1275 1.6089 -0.9305  0.28
3 B 0.6241 0.5140 -3.0768  0.04
4 N 0.4902 1.7492 -2.1555  0.05
5 C 0.9138 3.0131 -2.2944  0.04
6 Tc -1.0412 -0.4001 -0.2701  0.05
7 H 1.4350 3.3019 -3.1865  0.49
8 C 0.5505 3.7123 -1.1515  -1.26
9 H 0.7071 4.7500 -0.9704  0.43
10 C -0.1081 2.7987 -0.3162  -0.50
11 H 1.1719 0.7821 -4.0983  -0.02
12 C -1.4856 -2.3086 0.2096  -1.14
13 H -2.2053 -2.1383 1.0211  0.42
14 H -0.8019 -3.0773 0.5841  0.38
15 H -2.0275 -2.8403 -0.5854  0.41
16 N -0.7859 -0.0433 -3.2557  0.13
17 N 1.4152 -0.5246 -2.2743  0.05
18 N -1.5839 -0.4909 -2.1523  0.29
19 N 0.9715 -0.9587 -1.0377  0.40
20 C -1.5157 -0.0785 -4.3592  0.01
21 C 2.6235 -1.0441 -2.5244  0.03
22 H -1.0926 0.2843 -5.2902  0.48
23 H 3.1396 -0.7724 -3.4278  0.48
24 C -2.7658 -0.5989 -4.0677  -1.18
25 C 2.9688 -1.8665 -1.4637  -1.25
26 C -2.7932 -0.8696 -2.6945  -0.29
27 C 1.9064 -1.8069 -0.5449  -0.30
28 H -3.5623 -0.7418 -4.7536  0.45
29 H 3.8656 -2.4466 -1.3952  0.43
30 H -3.5967 -1.2695 -2.0813  0.52
31 H 1.7835 -2.3198 0.4073  0.55
32 H -2.3415 0.5855 -0.0250  0.27
33 O -1.2133 2.0261 2.3571  -0.68
34 C -0.7783 0.9549 2.7576  -0.16
35 N -0.4684 0.6719 4.0858  -0.03
36 C -0.0431 -0.6744 4.3132  2.98
37 C 0.0930 -1.1430 2.8441  -0.76
38 O 0.6661 -2.1856 2.5213  -0.65
39 N -0.4841 -0.2113 2.0387  0.61
40 C 1.2446 -0.6404 5.1388  -0.68
41 C 2.4334 -1.2063 4.6826  -0.24
42 C 3.6095 -1.0983 5.4318  -0.75
43 C 3.6071 -0.4255 6.6509  -0.46
44 C 2.4082 0.1141 7.1356  -0.91
45 C 1.2254 -0.0008 6.3916  0.09
46 C -1.1509 -1.4947 4.9728  -0.04
47 C -0.9216 -2.3850 6.0334  -0.15
48 C -1.9916 -3.1091 6.5733  -0.92
49 C -3.2809 -2.9559 6.0599  -0.40
50 C -3.4994 -2.0833 4.9911  -0.84
51 C -2.4389 -1.3483 4.4544  -0.27
52 H -0.5619 1.4017 4.7830  0.26
53 H 2.4336 -1.7541 3.7405  0.55
54 H 4.5148 -1.5474 5.0317  0.46
55 H 4.5330 -0.3235 7.2164  0.43
56 H 2.3863 0.6324 8.0942  0.42
57 H 0.2893 0.4000 6.8011  0.43
58 H 0.0907 -2.5151 6.4215  0.52
59 H -1.8030 -3.7941 7.3993  0.44
60 H -4.1115 -3.5134 6.4901  0.44
61 H -4.4916 -1.9583 4.5641  0.45
62 H -2.6020 -0.6603 3.6241  0.45

---

ORCA calculation (wB97M-V/def2-TZVPD) on 2 unconnected molecules or ions with the total composition C2H2Cl6 in a non-equilibrium geometry.

The spin multiplicity is 1. As for the SMILES: ClC(Cl)Cl.ClC(Cl)Cl. The orbital gap comes out at 11.55 eV. The LUMO energy comes out at 0.53 eV. Its energy above the lowest of the compared OMol25 structures with the same formula, charge and spin is 7.1 kcal/mol.

Each line ends with the Mulliken charge.
Cartesian coordinates (Å):
1 Cl 0.3975 2.2302 -2.2408  -0.09
2 C 0.7681 2.2264 -0.5639  0.23
3 Cl 0.4718 3.7962 0.1738  -0.13
4 Cl 2.5281 1.8836 -0.3552  -0.15
5 H 0.3987 1.4265 0.0778  0.14
6 Cl -2.3998 -1.6643 1.2817  -0.12
7 C -0.8775 -2.3090 0.6429  0.05
8 Cl -0.0979 -1.2020 -0.4916  -0.09
9 Cl -1.0353 -3.9584 0.0266  -0.12
10 H -0.1536 -2.4292 1.4489  0.28

---

ORCA calculation (wB97M-V/def2-TZVPD) on C3H3F2I in the gas phase in a non-equilibrium geometry.

The spin multiplicity is 1. The orbital gap (spin up / spin down) comes out at 8.00 / 8.75 eV. The LUMO energy (spin up / spin down) comes out at -0.54 / 0.23 eV. Its energy above the lowest of the compared OMol25 structures with the same formula, charge and spin is 72.7 kcal/mol.

Each line ends with the Mulliken charge.
Cartesian coordinates (Å):
1 C 0.1939 -0.0530 -0.7905  -0.22
2 C 1.1199 -0.2609 0.3564  -0.67
3 C -1.0516 0.5268 -0.1238  0.29
4 F -1.1199 1.7659 0.3759  -0.21
5 F -1.8837 -0.2623 0.7068  -0.23
6 I 1.1511 -2.1165 1.3730  0.09
7 H 0.5407 0.6968 -1.6465  0.24
8 H -0.0899 -0.9653 -1.2302  0.32
9 H 1.1394 0.6685 0.9789  0.39